[1]
This record from the Open Molecules 2025 dataset describes a single C15H30F2NO6P3S molecule in a non-equilibrium geometry. The level of theory is ωB97M-V/def2-TZVPD.

The value obtained for the LUMO energy is 0.3 eV. Its multiplicity is 1. For the maximum force, the calculation gives 0.0398 hartree/bohr. As for the SMILES: CC(=O)OCC[C@@]1(C[C@@H](C)F)OS(=O)(=O)C[C@](P(C)C)(P(N)O)[C@]1(F)P(C)C.

Positions of all 58 atoms, in Å:
S: -2.1893 0.1848 -2.2251
P: -0.8943 -2.5162 1.0728
P: 1.8348 -1.1570 0.3950
P: -0.2914 -3.2770 -1.8312
F: -1.2640 3.3295 1.2009
F: 0.9979 -0.7181 -1.9869
O: -3.3430 0.8698 -1.7142
O: -2.3679 -1.9139 1.5008
O: -0.8873 1.0147 -1.8782
O: -2.1250 -0.0937 -3.6287
O: 1.4158 3.7164 0.6383
O: 2.5596 5.1670 1.8544
N: -1.4107 -4.0959 0.8594
C: -3.2843 2.1069 1.2382
C: 1.0039 1.7821 -0.7518
C: 0.3871 -0.6815 -0.7127
C: -0.1617 0.7873 -0.6131
C: -2.0601 -1.3441 -1.2922
C: 3.3894 -0.5433 -0.3495
C: 1.4195 -3.8548 -1.5280
C: -1.9511 2.2982 0.5333
C: -0.6971 -1.7942 -0.7102
C: 1.7143 2.3225 0.4788
C: 1.7008 -0.6266 2.1414
C: 1.1423 3.7087 3.0635
C: 1.7842 4.2618 1.8276
C: -1.0765 1.0348 0.5723
C: -0.3148 -2.6728 -3.5622
H: 0.8483 0.0045 2.3842
H: 1.6519 -1.5075 2.7769
H: 1.6272 2.7636 3.3282
H: 0.6313 2.6417 -1.3131
H: 0.4676 -3.2151 -4.1001
H: -0.6118 -4.7139 0.7978
H: 0.0851 3.4979 2.9209
H: -1.2680 -2.9603 -4.0015
H: -1.7497 0.1987 0.7117
H: -3.7506 1.1616 0.9683
H: 1.7501 1.3229 -1.3917
H: -2.4635 -2.0783 -1.9936
H: -2.8051 -1.2334 -0.5044
H: -3.1306 2.1415 2.3198
H: 1.6795 -3.7829 -0.4756
H: -0.5030 1.1117 1.4996
H: -2.0291 -4.2595 0.0718
H: -2.1239 2.6336 -0.4847
H: -3.9672 2.9078 0.9611
H: -2.2673 -1.1245 2.0409
H: 2.7943 2.2508 0.3142
H: 1.5007 1.7886 1.4025
H: 2.5965 -0.0585 2.4117
H: 4.0743 -0.2831 0.4601
H: 3.3171 0.3102 -1.0218
H: 1.3216 4.3982 3.8838
H: 1.4409 -4.9058 -1.8236
H: -0.1361 -1.6118 -3.6999
H: 2.1592 -3.3248 -2.1312
H: 3.8288 -1.3693 -0.9050

=====

[2]
This record from the Open Molecules 2025 dataset describes a single C15H30N2O6 molecule. The level of theory is ωB97M-V/def2-TZVPD.

The value obtained for the LUMO energy is 0.8 eV. Its multiplicity is 1. For the maximum force, the calculation gives 0.0137 hartree/bohr. As for the SMILES: COCCN(CCOC)C(=O)CC(=O)N(CCOC)CCOC.

Positions of all 53 atoms, in Å:
O: -3.4538 -2.6525 -0.4195
O: 4.3217 -0.8329 -1.9142
O: 0.0039 -0.4305 -2.0428
O: 0.9102 1.9801 1.5283
O: -1.6859 3.6769 -0.6592
O: 0.2022 -1.0220 2.7152
N: 2.0103 0.1491 0.8223
N: -1.5276 0.4961 -0.6935
C: -0.6158 -2.0357 3.2371
C: 1.5671 -1.3638 2.7165
C: 3.8742 -0.1320 -0.7831
C: -2.3541 -1.7854 -0.3022
C: 0.7236 1.4790 -0.7978
C: 2.5480 -0.6925 -0.2235
C: -0.2937 0.4321 -1.2275
C: -2.4892 -0.4960 -1.1348
C: 1.2264 1.2286 0.6187
C: 2.3765 -0.1781 2.1852
C: 3.6458 -0.5076 -3.1094
C: -3.5532 -3.3003 -1.6658
C: -1.1512 4.4411 0.4031
C: -2.6103 2.6951 -0.2621
C: -1.9734 1.4213 0.3290
H: -1.6337 -1.6521 3.2318
H: 3.4429 -0.4089 2.2403
H: -3.1674 2.4393 -1.1684
H: -2.6090 -3.7884 -1.9325
H: -3.3083 3.1179 0.4752
H: 2.1522 0.6986 2.7962
H: 2.7373 -1.6861 0.1865
H: 1.5449 1.4495 -1.5127
H: -1.1491 1.6914 0.9866
H: 3.7610 0.5580 -3.3439
H: -0.5646 -2.9458 2.6259
H: -4.3329 -4.0521 -1.5573
H: -0.5487 5.2196 -0.0610
H: -0.5200 3.8440 1.0684
H: 0.2631 2.4654 -0.8285
H: -1.9535 4.9046 0.9887
H: -0.3293 -2.2871 4.2661
H: 1.9033 -1.5976 3.7391
H: 3.7572 0.9383 -1.0109
H: 2.5797 -0.7496 -3.0674
H: -2.7214 0.9050 0.9344
H: 4.1163 -1.1002 -3.8910
H: 4.6691 -0.2372 -0.0391
H: -3.8313 -2.6069 -2.4662
H: 1.8287 -0.8059 -1.0331
H: 1.7292 -2.2591 2.0942
H: -3.4987 -0.0950 -1.0257
H: -2.2936 -0.7112 -2.1879
H: -2.3026 -1.5237 0.7580
H: -1.4227 -2.2950 -0.5858

=====

[3]
This record from the Open Molecules 2025 dataset describes a 3-piece molecular cluster, C15H30N3O5 overall. The level of theory is ωB97M-V/def2-TZVPD.

The value obtained for the LUMO energy is 2.3 eV. Its multiplicity is 1. For the maximum force, the calculation gives 0.0072 hartree/bohr. As for the net charge: -1.

Positions of all 53 atoms, in Å:
O: 2.0117 0.2329 0.3494
O: -0.1346 -2.1939 -1.0943
O: -1.9834 -2.5050 0.1177
O: -6.4042 -0.7777 -0.5146
O: -6.7691 -1.2044 1.6477
N: 0.1093 1.3127 -1.2241
N: 5.2974 0.4701 0.6204
N: 3.1535 1.9894 2.1803
C: 3.6078 3.0631 1.3691
C: 5.1201 2.6561 -0.7485
C: 1.0365 0.9142 1.1178
C: 0.0477 1.6944 0.2046
C: -5.6277 -3.2503 1.8978
C: -6.1545 -1.4289 0.4566
C: -5.1809 -2.5779 0.6055
C: 0.1964 -1.8060 -2.4438
C: 3.7083 2.8766 -0.1905
C: -6.2255 -2.0706 2.6583
C: 1.7561 1.8656 2.1864
C: -2.1504 -2.0178 -2.2721
C: -1.4691 -2.2715 -0.9388
C: 5.7305 1.2451 -0.5326
C: -1.0202 -2.1984 -3.2779
H: 5.5345 0.9668 1.4730
H: 2.9661 3.9759 1.5056
H: 4.2803 0.4591 0.6902
H: -2.9954 -2.6908 -2.3939
H: 0.2661 2.7604 0.3130
H: -7.0363 -2.3369 3.3325
H: 0.4587 0.1670 1.6798
H: 5.5457 0.6492 -1.4338
H: 1.1127 -2.3214 -2.7198
H: 5.7890 3.4126 -0.3199
H: 4.6191 3.3637 1.7016
H: -5.4650 -1.5168 3.2129
H: 1.5348 -0.3103 -0.2928
H: -0.9730 1.5444 0.5644
H: 3.0670 2.0357 -0.4628
H: 0.4271 2.0940 -1.7814
H: -0.8156 1.0851 -1.5681
H: -4.8195 -3.7317 2.4439
H: 5.1065 2.8486 -1.8288
H: -6.4014 -3.9931 1.6957
H: -0.9499 -3.2452 -3.5784
H: 1.2605 2.8641 2.0457
H: 0.3725 -0.7289 -2.4408
H: -4.1687 -2.1756 0.6878
H: -2.5334 -0.9945 -2.2551
H: 3.2899 3.7635 -0.6877
H: -1.1203 -1.5895 -4.1742
H: 1.3907 1.4925 3.1609
H: 6.8189 1.3426 -0.4643
H: -5.2168 -3.2081 -0.2796

=====

[4]
This record from the Open Molecules 2025 dataset describes C15H30N4OsS as an isolated structure in a non-equilibrium geometry. The level of theory is ωB97M-V/def2-TZVPD.

The value obtained for the LUMO energy (spin up / spin down) is -16.7 / -16.7 eV. Its multiplicity is 1. For the maximum force, the calculation gives 0.0574 hartree/bohr. As for the net charge: +4.

Positions of all 51 atoms, in Å:
Os: -0.1507 -0.3817 0.0220
S: -2.3143 -0.7754 -0.4823
N: -0.1242 -0.0839 -2.0797
N: -3.7940 0.2055 1.5534
N: -4.1251 -2.0168 1.0222
N: 0.4863 1.1026 -1.7958
C: 2.0743 -1.0225 0.4833
C: 0.6726 0.2370 2.1142
C: 1.6647 1.6837 -2.5255
C: -3.4942 -0.8729 0.8763
C: 2.5702 2.3981 -1.5305
C: 0.4333 1.4506 2.9390
C: -4.9179 0.2749 2.5062
C: 2.3654 0.6561 -3.3855
C: 3.2762 -1.1619 -0.3813
C: 0.0908 -2.1334 1.5453
C: 1.1607 -2.1190 0.5995
C: 1.7720 0.1551 1.2160
C: -0.7017 -3.3710 1.7643
C: 0.9513 2.7846 -3.3988
C: -0.2085 -0.8974 2.1878
H: -3.3149 1.0651 1.3229
H: -4.9314 1.2740 2.9315
H: 2.7492 -0.1823 -2.8039
H: 1.7725 3.1916 -3.9935
H: -0.1289 1.7681 -1.3226
H: 0.5306 3.5719 -2.7755
H: 3.0766 -1.7455 -1.2790
H: -1.0675 -0.8274 2.8448
H: 0.7289 2.3626 2.4211
H: -4.9293 -2.1023 1.6381
H: 3.2401 1.1350 -3.8281
H: 3.7187 -0.2014 -0.6279
H: -0.6000 1.5251 3.2705
H: -3.9524 -2.8003 0.4048
H: 1.3381 -3.0134 0.0117
H: -0.9368 -3.8858 0.8324
H: 1.0624 1.3659 3.8348
H: -0.0478 -4.0459 2.3343
H: 4.0223 -1.7202 0.1983
H: 1.7518 0.3015 -4.2171
H: 2.0088 3.0345 -0.8444
H: 3.1653 1.6769 -0.9729
H: 3.2461 3.0375 -2.0966
H: 0.2049 2.3526 -4.0637
H: -5.8551 0.0979 1.9752
H: -4.7669 -0.4508 3.3059
H: 2.4019 1.0320 1.1035
H: 0.4384 -0.7469 -2.6280
H: -1.5943 -3.1973 2.3604
H: -1.0183 0.0151 -2.5871

=====

Please write out number 3 again, unchanged.
This record from the Open Molecules 2025 dataset describes a 3-piece molecular cluster, C15H30N3O5 overall. The level of theory is ωB97M-V/def2-TZVPD.

The value obtained for the LUMO energy is 2.3 eV. Its multiplicity is 1. For the maximum force, the calculation gives 0.0072 hartree/bohr. As for the net charge: -1.

Positions of all 53 atoms, in Å:
O: 2.0117 0.2329 0.3494
O: -0.1346 -2.1939 -1.0943
O: -1.9834 -2.5050 0.1177
O: -6.4042 -0.7777 -0.5146
O: -6.7691 -1.2044 1.6477
N: 0.1093 1.3127 -1.2241
N: 5.2974 0.4701 0.6204
N: 3.1535 1.9894 2.1803
C: 3.6078 3.0631 1.3691
C: 5.1201 2.6561 -0.7485
C: 1.0365 0.9142 1.1178
C: 0.0477 1.6944 0.2046
C: -5.6277 -3.2503 1.8978
C: -6.1545 -1.4289 0.4566
C: -5.1809 -2.5779 0.6055
C: 0.1964 -1.8060 -2.4438
C: 3.7083 2.8766 -0.1905
C: -6.2255 -2.0706 2.6583
C: 1.7561 1.8656 2.1864
C: -2.1504 -2.0178 -2.2721
C: -1.4691 -2.2715 -0.9388
C: 5.7305 1.2451 -0.5326
C: -1.0202 -2.1984 -3.2779
H: 5.5345 0.9668 1.4730
H: 2.9661 3.9759 1.5056
H: 4.2803 0.4591 0.6902
H: -2.9954 -2.6908 -2.3939
H: 0.2661 2.7604 0.3130
H: -7.0363 -2.3369 3.3325
H: 0.4587 0.1670 1.6798
H: 5.5457 0.6492 -1.4338
H: 1.1127 -2.3214 -2.7198
H: 5.7890 3.4126 -0.3199
H: 4.6191 3.3637 1.7016
H: -5.4650 -1.5168 3.2129
H: 1.5348 -0.3103 -0.2928
H: -0.9730 1.5444 0.5644
H: 3.0670 2.0357 -0.4628
H: 0.4271 2.0940 -1.7814
H: -0.8156 1.0851 -1.5681
H: -4.8195 -3.7317 2.4439
H: 5.1065 2.8486 -1.8288
H: -6.4014 -3.9931 1.6957
H: -0.9499 -3.2452 -3.5784
H: 1.2605 2.8641 2.0457
H: 0.3725 -0.7289 -2.4408
H: -4.1687 -2.1756 0.6878
H: -2.5334 -0.9945 -2.2551
H: 3.2899 3.7635 -0.6877
H: -1.1203 -1.5895 -4.1742
H: 1.3907 1.4925 3.1609
H: 6.8189 1.3426 -0.4643
H: -5.2168 -3.2081 -0.2796